98
Properties=species:S:1:pos:R:3:forces:R:3:nbo_charge:R:1 method="wB97M-V/def2-TZVPD" spin_multiplicity=5 fmax_ev_per_a=0.8 s_squared=6.026 orbital_gap_ev="7.7 / 4.2" charge=+2
Pt -1.07140 -1.41997 -0.62102 0.24 0.28 -0.58 0.76
C 6.47568 -4.30671 -1.11745 0.02 -0.02 0.00 -0.64
C 5.20466 -3.51335 -1.12626 0.01 0.00 0.00 0.04
C 3.96571 -4.13879 -1.06193 -0.05 0.03 -0.01 -0.20
C 2.79193 -3.39777 -1.08899 0.07 -0.02 0.00 -0.21
C 2.87704 -2.02110 -1.16627 -0.12 0.02 -0.01 -0.23
C 4.10087 -1.36070 -1.23977 0.00 -0.15 0.01 -0.19
C 5.25255 -2.11888 -1.21878 -0.01 0.07 -0.01 -0.19
S 1.42083 -1.01938 -1.22207 -0.31 0.12 0.76 1.33
O 1.44051 -0.19296 -2.43163 -0.03 -0.06 -0.04 -0.91
C 1.61431 -0.10202 0.31746 0.36 -0.05 -0.21 -0.19
C 1.70902 -0.93499 1.45964 0.11 0.01 0.10 -0.27
C 1.80848 -0.37720 2.69450 0.00 0.08 -0.03 -0.16
C 1.75693 1.03373 2.85918 0.01 -0.10 0.03 -0.08
C 1.79190 1.62479 4.14381 -0.01 0.00 -0.06 -0.19
C 1.68462 2.97835 4.28574 0.00 -0.01 -0.05 -0.18
C 1.53373 3.79860 3.14863 -0.02 -0.06 0.03 -0.18
C 1.52114 3.25585 1.89584 0.03 -0.08 -0.02 -0.20
C 1.64627 1.85546 1.71656 -0.09 0.09 -0.05 0.03
C 1.61375 1.25968 0.41010 -0.19 0.19 0.00 -0.08
C 1.53810 2.15827 -0.77515 -0.05 -0.02 -0.01 -0.04
C 2.67064 2.94131 -1.13548 0.05 -0.08 -0.01 0.02
C 3.91526 2.82865 -0.45953 -0.03 0.01 -0.01 -0.22
C 4.98578 3.58058 -0.84609 -0.04 0.01 -0.03 -0.19
C 4.87455 4.49161 -1.92081 -0.08 -0.01 -0.01 -0.19
C 3.69369 4.61521 -2.59216 0.03 -0.04 0.07 -0.16
C 2.56623 3.83693 -2.22476 0.00 0.07 -0.10 -0.07
C 1.35048 3.92489 -2.94520 -0.03 -0.06 0.05 -0.14
C 0.27958 3.14519 -2.61595 0.25 0.02 0.04 -0.22
C 0.39292 2.27370 -1.51587 -0.14 0.05 -0.08 -0.23
S -1.06324 1.27123 -1.19140 0.11 -0.21 0.18 1.31
O -1.96787 1.45697 -2.34245 0.00 0.10 -0.01 -0.97
C -1.68370 2.10471 0.25152 0.03 0.02 -0.04 -0.31
C -2.19650 3.38970 0.13994 0.06 -0.08 0.05 -0.18
C -2.62684 4.03739 1.28307 0.00 0.01 0.00 -0.20
C -2.54466 3.42833 2.53585 0.00 -0.04 -0.01 0.03
C -3.03343 4.13281 3.76521 0.01 0.04 0.01 -0.64
C -2.01645 2.14290 2.61960 0.02 0.02 -0.04 -0.17
C -1.59368 1.47671 1.48109 0.04 -0.06 0.01 -0.21
H 6.28716 -5.36121 -0.93333 0.00 -0.04 0.01 0.23
H 7.15630 -3.93889 -0.35073 0.02 0.01 0.02 0.24
H 6.98604 -4.21499 -2.07640 0.02 0.00 -0.03 0.24
H 3.91651 -5.21680 -1.00003 -0.01 -0.06 0.00 0.23
H 1.83066 -3.89002 -1.06221 -0.05 -0.02 0.01 0.21
H 4.14416 -0.28323 -1.32094 0.00 0.08 0.00 0.24
H 6.21302 -1.62439 -1.27712 0.04 0.01 0.00 0.23
H 1.75252 -2.01094 1.33723 0.00 -0.02 -0.01 0.23
H 1.92340 -1.00204 3.57125 0.00 -0.01 0.02 0.23
H 1.90640 0.98690 5.00934 0.00 -0.04 0.06 0.22
H 1.71896 3.42626 5.26796 -0.01 0.02 0.06 0.23
H 1.42827 4.86614 3.27241 0.01 0.08 0.01 0.23
H 1.40577 3.89384 1.03215 0.00 0.04 -0.04 0.23
H 4.01392 2.14097 0.37002 0.00 -0.02 0.02 0.22
H 5.92855 3.48220 -0.32712 0.04 0.00 0.03 0.23
H 5.72942 5.08817 -2.20728 0.01 0.00 -0.01 0.23
H 3.59989 5.30517 -3.41935 0.00 0.03 -0.04 0.23
H 1.28737 4.60705 -3.78223 0.00 0.02 -0.03 0.23
H -0.63365 3.16255 -3.18830 -0.09 0.02 -0.03 0.25
H -2.25060 3.87449 -0.82481 0.01 0.03 -0.09 0.24
H -3.01995 5.04205 1.20776 -0.04 0.05 0.00 0.23
H -3.02734 5.21199 3.63224 0.00 0.04 0.00 0.23
H -2.42101 3.88686 4.63006 0.03 -0.01 0.05 0.23
H -4.05730 3.83447 3.99150 -0.05 -0.01 0.02 0.24
H -1.92294 1.66800 3.58767 -0.01 -0.03 0.06 0.21
H -1.16149 0.47948 1.55149 0.00 0.09 -0.02 0.21
Cl -7.85407 -1.71439 -4.12100 -0.02 0.10 0.01 0.16
C -6.54118 -1.30189 -3.12950 0.07 0.12 0.07 -0.08
C -6.34918 -0.00163 -2.70210 0.09 -0.10 0.00 -0.09
Cl -7.41596 1.23794 -3.14702 -0.05 -0.09 -0.05 0.16
C -5.22567 0.32261 -1.86917 -0.14 -0.10 -0.11 -0.01
Cl -4.97737 1.88680 -1.35143 -0.05 0.02 0.05 0.24
C -4.26989 -0.67122 -1.45558 -0.27 0.10 -0.21 0.31
O -3.30707 -0.35544 -0.74615 0.42 -0.29 0.32 -0.57
C -4.48413 -2.06838 -1.88471 0.05 -0.31 0.05 0.37
O -3.71688 -2.96338 -1.50470 -0.29 0.27 -0.01 -0.55
C -5.62832 -2.32817 -2.73251 0.10 0.12 0.08 -0.05
Cl -5.85678 -3.90805 -3.23047 0.00 -0.09 -0.02 0.21
S -1.59856 -4.63172 -3.84835 0.03 0.00 0.01 0.57
C -1.07159 -5.41508 -2.42684 0.04 0.03 -0.01 -0.42
C -0.73811 -4.50051 -1.48660 0.07 -0.08 -0.07 -0.06
N -0.89856 -3.19944 -1.88538 -0.50 0.07 0.05 -0.52
C -1.35902 -3.13239 -3.11098 0.22 0.01 -0.11 -0.14
H -1.01464 -6.48592 -2.36140 0.00 -0.11 0.02 0.27
H -0.34560 -4.71235 -0.50817 -0.02 -0.03 0.08 0.23
H -1.54004 -2.20193 -3.62300 -0.07 0.11 -0.03 0.25
C -1.03611 -2.19712 3.06174 -0.02 -0.09 0.04 -0.95
As -2.04706 -2.37271 1.42535 0.25 -0.12 -0.04 1.09
C -2.36370 -4.27535 1.38302 -0.03 0.00 0.11 -0.95
C -3.74995 -1.63369 1.94775 0.00 0.06 0.03 -0.94
H -1.61374 -2.70084 3.83900 0.06 0.04 0.02 0.25
H -0.89328 -1.15179 3.32600 0.00 0.01 -0.02 0.25
H -0.06596 -2.67943 2.95867 -0.04 0.02 0.01 0.24
H -3.00840 -4.52644 2.22698 0.03 -0.01 -0.04 0.25
H -1.41453 -4.79663 1.49658 -0.03 -0.02 0.01 0.24
H -2.84111 -4.56104 0.45158 -0.05 0.01 -0.07 0.26
H -3.98928 -2.05131 2.92838 0.00 0.06 -0.07 0.25
H -4.51859 -1.91491 1.23434 -0.01 -0.03 -0.05 0.25
H -3.67905 -0.54803 2.00577 -0.01 -0.04 -0.01 0.26